(1)
C4H5O5S2 as an isolated structure at a distorted geometry, computed with wB97M-V/def2-TZVPD.

The geometry in XYZ format:
```
16
Properties=species:S:1:pos:R:3:nbo_charge:R:1
C -0.927 1.723 0.224 0.41
C -0.296 -0.763 0.034 0.30
C -1.217 0.305 -0.026 -0.31
C -2.588 0.019 -0.467 -0.61
O 3.063 -2.415 -0.414 -0.87
O -1.688 2.580 -0.126 -0.62
O 3.531 0.053 -0.895 -0.87
O 3.563 -0.757 1.379 -0.89
O 1.029 -0.684 0.323 -0.85
S 0.667 2.150 0.884 -0.16
S 3.184 -1.032 0.008 2.49
H -0.646 -1.800 -0.067 0.15
H -2.748 0.190 -1.542 0.19
H -3.388 0.540 -0.021 0.21
H -2.876 -0.979 -0.292 0.20
H 1.335 0.869 0.998 0.24
```

Summary:
Charge   -1
LUMO   0.1151 hartree
HOMO   -4.734 eV
Frontier orbital gap   0.2891 Ha

***

(2)
C4H5O6Sm as an isolated structure at a distorted geometry, computed with wB97M-V/def2-TZVPD.

The geometry in XYZ format:
```
16
Properties=species:S:1:pos:R:3:lowdin_spin:R:1
C -0.740 0.843 0.107 0.00
C 0.758 0.937 -0.061 0.00
O 1.332 -0.321 0.347 0.00
O -1.207 -0.489 0.119 0.00
H -1.202 1.339 -0.756 0.00
H -1.046 1.376 1.021 0.00
H 1.162 1.738 0.571 0.00
H 1.026 1.120 -1.110 0.00
H -0.428 -1.083 0.247 0.00
C 2.616 -0.520 0.139 0.00
O 3.153 -1.557 0.622 -0.01
O 3.338 0.363 -0.416 -0.01
Sm 5.605 -0.938 -0.046 6.03
O -5.061 0.164 -0.038 0.00
O -4.615 -2.055 -0.493 0.00
C -4.691 -0.919 -0.252 0.00
```

Summary:
Charge   +1
LUMO (spin up / spin down)   -0.2165 / -0.2116 hartree
HOMO (spin up / spin down)   -12.443 / -12.443 eV
2S+1   7
Frontier orbital gap (spin up / spin down)   0.2408 / 0.2456 Ha
<S²>   12.0076

***

(3)
One molecule with the formula C4H5OP at a distorted geometry, computed with wB97M-V/def2-TZVPD.

The geometry in XYZ format:
```
11
Properties=species:S:1:pos:R:3:lowdin_spin:R:1
C -0.646 -0.028 0.938 0.32
C 1.728 -0.392 -1.826 0.01
C -0.513 0.033 -0.529 0.01
C 0.684 -0.260 -1.083 0.04
O -1.912 0.837 3.215 0.56
P -1.671 1.353 1.895 1.01
H -1.229 -0.884 1.143 0.02
H 0.334 -0.222 1.537 0.02
H 2.559 0.398 -1.845 0.00
H 2.001 -1.322 -2.465 0.00
H -1.337 0.487 -0.980 0.01
```

Summary:
LUMO (spin up / spin down)   0.0299 / -0.0950 hartree
HOMO (spin up / spin down)   -7.085 / -9.706 eV
2S+1   3
Frontier orbital gap (spin up / spin down)   0.2902 / 0.2617 Ha
<S²>   2.0105

***

(4)
One molecule with the formula C4H5P at a distorted geometry, computed with wB97M-V/def2-TZVPD.

The geometry in XYZ format:
```
10
Properties=species:S:1:pos:R:3:nbo_charge:R:1
C -0.169 -0.426 0.875 -0.23
C -0.769 -1.522 0.532 -0.37
C 0.038 -0.212 -1.617 -0.60
C 0.213 0.521 -0.302 -0.48
P -0.717 -1.689 -1.647 0.57
H 0.113 0.049 1.794 0.22
H -1.227 -2.370 1.035 0.21
H 0.356 0.373 -2.438 0.22
H -0.592 1.235 -0.278 0.24
H 1.198 1.047 -0.055 0.23
```

Summary:
LUMO   0.0209 hartree
HOMO   -9.195 eV
Structure (SMILES)   C1=CP=CC1
Frontier orbital gap   0.3588 Ha

***

(5)
A 2-piece molecular cluster, C4H5P overall at a distorted geometry, computed with wB97M-V/def2-TZVPD.

The geometry in XYZ format:
```
10
Properties=species:S:1:pos:R:3:nbo_charge:R:1
C -0.193 -1.666 -1.131 -0.33
C 0.602 -0.925 -0.484 0.04
C -0.115 1.499 2.366 -0.97
C 0.249 -0.437 -1.898 -0.41
P 0.664 0.044 2.464 0.57
H -0.830 -2.541 -1.302 0.24
H -0.518 2.208 3.219 0.25
H -0.312 1.962 1.309 0.24
H 0.972 -0.482 -2.661 0.19
H -0.519 0.338 -1.882 0.18
```

Summary:
LUMO (spin up / spin down)   -0.0453 / -0.0270 hartree
HOMO (spin up / spin down)   -8.096 / -9.137 eV
Frontier orbital gap (spin up / spin down)   0.2522 / 0.3087 Ha

***

(6)
One molecule with the formula C4H6 at a distorted geometry, computed with wB97M-V/def2-TZVPD.

The geometry in XYZ format:
```
10
Properties=species:S:1:pos:R:3:nbo_charge:R:1
C -1.341 0.584 0.731 -0.35
C -0.001 0.612 0.706 -0.24
C 0.855 -0.242 -0.103 -0.24
C 0.557 -0.794 -1.251 -0.38
H -1.944 -0.035 -0.023 0.19
H -2.012 0.822 1.544 0.21
H 0.585 0.904 1.623 0.21
H 1.963 -0.482 0.166 0.22
H 1.278 -1.375 -1.788 0.19
H -0.290 -0.794 -2.025 0.20
```

Summary:
LUMO   0.0275 hartree
HOMO   -8.988 eV
Structure (SMILES)   C=CC=C
Frontier orbital gap   0.3578 Ha

***

(7)
One molecule with the formula C4H6, computed with wB97M-V/def2-TZVPD.

The geometry in XYZ format:
```
10
Properties=species:S:1:pos:R:3:nbo_charge:R:1
C 0.318 -1.123 -0.686 -0.60
C 0.019 0.387 -0.573 -0.48
C -0.245 0.846 0.794 0.00
C -0.507 1.229 1.905 -0.25
H -0.181 -1.551 -1.560 0.21
H -0.026 -1.664 0.200 0.22
H 1.390 -1.310 -0.792 0.21
H 0.848 0.967 -0.996 0.23
H -0.860 0.640 -1.173 0.23
H -0.756 1.579 2.881 0.23
```

Summary:
LUMO   0.0419 hartree
HOMO   -9.914 eV
Structure (SMILES)   C#CCC
Frontier orbital gap   0.4062 Ha

***

(8)
One molecule with the formula C4H6 at a distorted geometry, computed with wB97M-V/def2-TZVPD.

The geometry in XYZ format:
```
10
Properties=species:S:1:pos:R:3:nbo_charge:R:1
C 1.016 -0.286 -1.095 -0.60
C -0.462 -0.189 -0.704 -0.52
C -0.382 0.018 0.578 0.01
C -0.423 0.524 1.745 -0.30
H 1.706 0.557 -0.756 0.23
H 1.399 -1.396 -0.731 0.22
H 1.236 -0.456 -2.213 0.21
H -1.116 0.757 -1.033 0.25
H -0.948 -1.168 -0.933 0.24
H -0.770 1.306 2.520 0.26
```

Summary:
LUMO   0.0350 hartree
HOMO   -9.297 eV
Structure (SMILES)   C#CCC
Frontier orbital gap   0.3767 Ha

***

no.,molar mass (Da)
1,197.2
2,299.4
3,100.1
4,84.1
5,84.1
6,54.1
7,54.1
8,54.1